Record 1
Molecular formula: C20H41N2OP3Re
Method: DFT, ωB97M-V with the def2-TZVPD basis set

Values from the calculation:
Relative energy (zero: lowest compared OMol25 entry of this formula, charge and spin) (eV): 0.649
Charge: +4
Multiplicity: 4
LUMO (alpha / beta) (eV): -14.379 / -16.066

Cartesian coordinates (Å):
Re (0.386, 1.368, -1.153)
P (1.407, -0.141, 0.271)
P (1.514, 3.249, -1.089)
P (-2.322, -4.432, -1.221)
H (1.721, 0.717, -1.954)
C (0.073, 0.495, -2.905)
C (-1.197, 1.308, -2.802)
H (-1.493, 1.841, -1.881)
C (2.898, -1.054, -0.438)
C (2.108, 0.808, 1.713)
C (0.708, -1.602, 1.205)
C (1.149, 4.710, -2.102)
C (1.307, 3.937, 0.630)
C (3.320, 2.889, -1.194)
C (-3.010, -3.734, -2.674)
C (-2.354, -3.291, 0.337)
C (-0.488, -4.343, -1.423)
H (0.781, 0.934, -3.626)
H (-1.207, 2.083, -3.554)
H (3.475, -1.611, 0.334)
H (3.554, -0.327, -0.950)
H (2.509, -1.762, -1.195)
H (2.765, 0.176, 2.335)
H (1.301, 1.204, 2.353)
H (2.684, 1.671, 1.349)
H (1.451, -2.056, 1.891)
H (0.374, -2.387, 0.515)
H (-0.162, -1.381, 1.845)
H (1.227, 5.641, -1.517)
H (0.118, 4.625, -2.477)
H (1.832, 4.731, -2.960)
H (2.293, 4.222, 1.032)
H (0.843, 3.200, 1.304)
H (0.627, 4.800, 0.559)
H (3.808, 3.668, -1.794)
H (3.470, 1.921, -1.690)
H (3.760, 2.824, -0.191)
H (-2.980, -4.200, -3.673)
H (-2.237, -2.116, -3.408)
H (-3.980, -3.236, -2.528)
H (-3.363, -3.104, 0.747)
H (-1.884, -2.338, 0.041)
H (-1.764, -3.690, 1.179)
H (-0.108, -5.276, -1.851)
H (0.036, -4.207, -0.455)
H (-0.283, -3.460, -2.081)
C (-1.870, -1.173, -2.901)
C (-0.359, -0.931, -3.375)
C (-0.554, -0.989, -4.876)
C (-1.646, -0.323, -5.461)
C (-2.584, 0.354, -4.680)
C (-2.411, 0.265, -3.229)
O (-2.292, -1.400, -1.572)
H (-3.024, -2.093, -1.569)
H (0.417, -1.634, -3.003)
H (0.191, -1.519, -5.479)
H (-1.779, -0.329, -6.550)
H (-3.326, 1.033, -5.098)
H (-3.298, 0.516, -2.627)
N (-1.651, 0.986, 1.130)
C (-2.679, 1.431, 1.867)
C (-3.218, 2.495, 1.165)
C (-2.451, 2.651, 0.007)
N (-1.442, 1.729, 0.040)
H (-1.058, 0.181, 1.332)
H (-2.905, 0.909, 2.786)
H (-4.066, 3.074, 1.461)
H (-2.574, 3.375, -0.791)

Record 2
Molecular formula: C20H42BF4N6O4
Method: DFT, ωB97M-V with the def2-TZVPD basis set

Values from the calculation:
Relative energy (zero: lowest compared OMol25 entry of this formula, charge and spin) (eV): 2.917
Charge: -1
LUMO (eV): 2.223

Cartesian coordinates (Å):
B (-0.392, -0.124, 0.215)
F (-0.118, 0.127, -1.073)
F (-1.756, 0.101, 0.394)
F (-0.020, -1.370, 0.731)
F (0.410, 0.818, 1.106)
C (0.735, 1.141, -3.877)
C (0.660, 2.659, -3.744)
N (0.597, 3.904, -3.647)
H (-0.334, 0.613, -4.063)
H (1.455, 0.934, -4.460)
H (0.983, 0.873, -2.890)
C (3.321, 0.765, -0.703)
C (4.681, 0.987, -1.327)
N (5.694, 1.203, -1.891)
H (2.633, 1.675, -0.704)
H (2.822, 0.014, -1.145)
H (3.200, 0.538, 0.422)
C (2.677, -1.287, 2.951)
C (3.001, -2.533, 3.867)
N (3.261, -3.433, 4.499)
H (2.475, -0.508, 3.549)
H (3.435, -0.983, 2.254)
H (1.846, -1.399, 2.314)
C (0.581, -4.403, 2.483)
C (-0.076, -5.755, 2.734)
N (-0.538, -6.787, 3.008)
H (0.465, -3.630, 3.395)
H (1.675, -4.253, 2.431)
H (-0.067, -3.924, 1.579)
C (0.885, -3.104, -2.141)
C (0.668, -4.522, -1.517)
N (0.392, -5.582, -1.040)
H (1.336, -3.170, -3.183)
H (-0.132, -2.657, -2.525)
H (1.569, -2.696, -1.219)
C (-2.929, -1.970, -3.002)
C (-1.813, -1.694, -4.107)
N (-0.993, -1.690, -4.951)
H (-3.929, -1.401, -3.146)
H (-3.118, -3.166, -2.630)
H (-2.650, -1.327, -2.056)
C (-3.136, 3.356, -2.869)
C (-2.364, 2.453, -1.811)
O (-2.982, 1.171, -1.786)
H (-2.660, 4.198, -2.757)
H (-4.225, 3.353, -2.850)
H (-2.689, 2.993, -3.697)
H (-2.342, 2.907, -0.792)
H (-1.364, 2.160, -2.067)
H (-2.377, 0.576, -1.314)
C (-4.350, -3.744, 1.220)
C (-3.407, -2.558, 0.879)
O (-2.280, -2.912, 0.215)
H (-4.598, -4.234, 0.513)
H (-5.254, -3.471, 1.580)
H (-3.867, -4.345, 1.752)
H (-3.021, -2.032, 1.730)
H (-4.146, -1.801, 0.281)
H (-1.639, -2.338, 0.387)
C (2.860, 2.285, 4.309)
C (2.822, 2.501, 2.704)
O (4.109, 2.645, 2.240)
H (1.691, 1.976, 4.676)
H (3.076, 3.199, 4.906)
H (3.498, 1.492, 4.417)
H (2.404, 3.358, 2.741)
H (2.403, 1.771, 2.091)
H (4.691, 3.221, 2.666)
C (-0.671, 5.195, 0.090)
C (0.013, 3.913, 0.529)
O (-0.871, 3.257, 1.232)
H (-1.352, 5.536, 0.998)
H (-1.275, 5.063, -0.734)
H (-0.202, 5.998, -0.298)
H (0.904, 4.089, 1.088)
H (0.441, 3.408, -0.447)
H (-0.437, 2.381, 1.288)

Record 3
Molecular formula: C20H42ClInO3PPb
Method: DFT, ωB97M-V with the def2-TZVPD basis set

Values from the calculation:
Charge: +1
LUMO (eV): -7.908

Cartesian coordinates (Å):
C (-3.483, 6.391, -1.074)
C (-2.690, 5.547, 0.062)
C (-3.614, 5.228, 1.338)
C (-4.098, 3.711, 1.255)
C (-3.123, 2.637, 1.940)
C (-1.750, 3.226, 2.490)
C (-0.734, 2.146, 3.097)
C (-0.935, 0.649, 2.588)
C (-1.991, -0.201, 3.423)
C (-2.215, -1.690, 2.895)
C (-0.880, -2.509, 2.582)
C (-0.918, -2.871, 1.010)
C (0.325, -3.798, 0.622)
C (1.650, -2.968, 0.265)
C (1.483, -2.164, -1.108)
In (2.738, -3.001, -2.828)
C (4.612, -1.726, -3.201)
C (4.449, -0.283, -2.514)
C (5.273, -0.323, -1.129)
Cl (5.301, 1.353, -0.384)
C (1.483, -2.750, -4.727)
C (1.645, -1.234, -5.128)
O (2.428, -0.849, -6.006)
O (0.859, -0.293, -4.409)
P (3.407, -5.430, -2.513)
O (4.737, -5.618, -3.310)
H (-2.720, 7.113, -1.514)
H (-3.888, 5.720, -1.895)
H (-4.318, 7.024, -0.637)
H (-1.783, 6.131, 0.403)
H (-2.444, 4.551, -0.430)
H (-3.168, 5.537, 2.329)
H (-4.557, 5.869, 1.206)
H (-4.256, 3.426, 0.156)
H (-5.121, 3.616, 1.743)
H (-2.957, 1.811, 1.162)
H (-3.689, 2.224, 2.848)
H (-2.029, 3.924, 3.357)
H (-1.183, 3.874, 1.751)
H (-0.684, 2.174, 4.239)
H (0.313, 2.460, 2.748)
H (-1.220, 0.579, 1.481)
H (0.092, 0.141, 2.654)
H (-1.625, -0.232, 4.510)
H (-3.028, 0.281, 3.479)
H (-2.796, -2.251, 3.729)
H (-2.926, -1.663, 2.006)
H (-0.933, -3.499, 3.174)
H (0.074, -1.988, 2.894)
H (-0.849, -1.924, 0.391)
H (-1.883, -3.427, 0.804)
H (0.023, -4.391, -0.299)
H (0.603, -4.495, 1.476)
H (2.525, -3.682, 0.155)
H (1.848, -2.226, 1.102)
H (0.411, -2.198, -1.480)
H (1.873, -1.111, -0.931)
H (4.735, -1.620, -4.326)
H (5.469, -2.342, -2.759)
H (4.884, 0.516, -3.198)
H (3.341, -0.085, -2.315)
H (6.346, -0.596, -1.364)
H (4.792, -1.039, -0.382)
H (1.828, -3.469, -5.531)
H (0.388, -2.977, -4.475)
H (1.196, 0.602, -4.645)
H (3.659, -5.784, -1.142)
H (2.373, -6.283, -3.045)
Pb (-2.675, -3.474, 5.338)

Repeat the first record exactly.
Molecular formula: C20H41N2OP3Re
Method: DFT, ωB97M-V with the def2-TZVPD basis set

Values from the calculation:
Relative energy (zero: lowest compared OMol25 entry of this formula, charge and spin) (eV): 0.649
Charge: +4
Multiplicity: 4
LUMO (alpha / beta) (eV): -14.379 / -16.066

Cartesian coordinates (Å):
Re (0.386, 1.368, -1.153)
P (1.407, -0.141, 0.271)
P (1.514, 3.249, -1.089)
P (-2.322, -4.432, -1.221)
H (1.721, 0.717, -1.954)
C (0.073, 0.495, -2.905)
C (-1.197, 1.308, -2.802)
H (-1.493, 1.841, -1.881)
C (2.898, -1.054, -0.438)
C (2.108, 0.808, 1.713)
C (0.708, -1.602, 1.205)
C (1.149, 4.710, -2.102)
C (1.307, 3.937, 0.630)
C (3.320, 2.889, -1.194)
C (-3.010, -3.734, -2.674)
C (-2.354, -3.291, 0.337)
C (-0.488, -4.343, -1.423)
H (0.781, 0.934, -3.626)
H (-1.207, 2.083, -3.554)
H (3.475, -1.611, 0.334)
H (3.554, -0.327, -0.950)
H (2.509, -1.762, -1.195)
H (2.765, 0.176, 2.335)
H (1.301, 1.204, 2.353)
H (2.684, 1.671, 1.349)
H (1.451, -2.056, 1.891)
H (0.374, -2.387, 0.515)
H (-0.162, -1.381, 1.845)
H (1.227, 5.641, -1.517)
H (0.118, 4.625, -2.477)
H (1.832, 4.731, -2.960)
H (2.293, 4.222, 1.032)
H (0.843, 3.200, 1.304)
H (0.627, 4.800, 0.559)
H (3.808, 3.668, -1.794)
H (3.470, 1.921, -1.690)
H (3.760, 2.824, -0.191)
H (-2.980, -4.200, -3.673)
H (-2.237, -2.116, -3.408)
H (-3.980, -3.236, -2.528)
H (-3.363, -3.104, 0.747)
H (-1.884, -2.338, 0.041)
H (-1.764, -3.690, 1.179)
H (-0.108, -5.276, -1.851)
H (0.036, -4.207, -0.455)
H (-0.283, -3.460, -2.081)
C (-1.870, -1.173, -2.901)
C (-0.359, -0.931, -3.375)
C (-0.554, -0.989, -4.876)
C (-1.646, -0.323, -5.461)
C (-2.584, 0.354, -4.680)
C (-2.411, 0.265, -3.229)
O (-2.292, -1.400, -1.572)
H (-3.024, -2.093, -1.569)
H (0.417, -1.634, -3.003)
H (0.191, -1.519, -5.479)
H (-1.779, -0.329, -6.550)
H (-3.326, 1.033, -5.098)
H (-3.298, 0.516, -2.627)
N (-1.651, 0.986, 1.130)
C (-2.679, 1.431, 1.867)
C (-3.218, 2.495, 1.165)
C (-2.451, 2.651, 0.007)
N (-1.442, 1.729, 0.040)
H (-1.058, 0.181, 1.332)
H (-2.905, 0.909, 2.786)
H (-4.066, 3.074, 1.461)
H (-2.574, 3.375, -0.791)

charge of number 2 (C20H42BF4N6O4)?
-1